1.
{"formula": "C7H15NO", "method": "the ωB97M-V functional and the def2-TZVPD basis", "total_charge": 0, "total_energy_ev": -11033.46313, "species": ["C", "C", "C", "C", "C", "O", "H", "H", "H", "H", "H", "H", "H", "H", "H", "H", "C", "C", "N", "H", "H", "H", "H", "H"], "positions_angstrom": [[-0.2760, -1.4896, 0.1965], [0.8292, -1.8073, 1.1854], [-1.5522, 1.4359, -0.8053], [-1.9694, 0.6624, 0.2466], [-2.6914, 0.3005, 1.2668], [-0.1887, -2.1101, -1.0225], [0.5567, -1.7060, -1.5351], [-1.2619, -1.6611, 0.6061], [1.8105, -1.5682, 0.7702], [0.8133, -2.8755, 1.4188], [0.6874, -1.2446, 2.1096], [-1.3858, 2.4954, -0.6082], [-0.2991, 1.0637, -1.0661], [-2.0297, 1.2464, -1.7657], [-2.4042, -0.5001, 1.9447], [-3.6544, 0.7659, 1.4750], [1.7954, 1.5206, -0.0376], [1.0367, 0.5466, -0.9042], [1.5319, -0.1496, -1.8574], [2.5410, -0.0276, -1.9797], [0.1362, -0.1941, -0.1896], [2.5911, 1.0020, 0.5042], [2.2479, 2.3058, -0.6478], [1.1355, 1.9887, 0.6951]], "atomic_forces_ev_per_a": [[0.7, 0.9, -0.3], [-0.1, -0.1, -0.1], [-1.0, -0.1, 0.5], [0.2, 0.7, -0.5], [0.0, -0.3, 0.1], [0.1, -0.1, -0.1], [-0.1, 0.0, 0.1], [-0.1, 0.2, 0.0], [0.0, 0.0, 0.0], [0.0, 0.0, 0.0], [0.0, 0.0, 0.0], [0.2, -0.1, 0.1], [1.1, -0.7, 0.1], [0.2, -0.1, 0.0], [0.0, 0.0, -0.1], [0.1, 0.0, -0.1], [0.0, -0.2, 0.1], [-0.6, 0.7, -0.6], [0.1, -0.1, 0.0], [-0.1, 0.0, 0.1], [-0.8, -0.9, 0.6], [0.0, 0.0, 0.0], [0.0, -0.1, 0.0], [0.0, 0.0, 0.0]]}

---

2.
{"formula": "C7H15NO", "method": "the ωB97M-V functional and the def2-TZVPD basis", "total_charge": 0, "total_energy_ev": -11036.35471, "species": ["C", "C", "C", "C", "N", "O", "H", "H", "H", "H", "H", "H", "H", "H", "H", "C", "C", "C", "H", "H", "H", "H", "H", "H"], "positions_angstrom": [[1.3533, 0.2041, -0.8244], [-1.4898, 0.5611, -1.6208], [2.3877, -0.6430, -0.1033], [-0.8597, -0.5414, -0.8099], [1.3876, 1.6218, -0.5834], [-0.8900, -1.7231, -1.1119], [1.3760, 0.0097, -1.8960], [1.9990, 2.1351, -1.2032], [1.5743, 1.8366, 0.3879], [-0.9991, 1.5111, -1.4165], [-2.5502, 0.6515, -1.3909], [-1.3828, 0.3117, -2.6768], [2.3226, -0.4836, 0.9763], [2.1797, -1.6951, -0.2979], [3.4023, -0.3809, -0.4112], [-1.0925, -1.4913, 1.7070], [-1.1064, -0.2216, 0.9204], [-1.4794, 0.9597, 1.4044], [0.3019, -0.0985, -0.0077], [-1.6994, -2.2467, 1.2069], [-0.0788, -1.8949, 1.7611], [-1.4413, -1.3299, 2.7277], [-1.5250, 1.8540, 0.8016], [-1.6898, 1.0935, 2.4607]], "atomic_forces_ev_per_a": [[-0.9, 0.1, 2.4], [1.1, 0.3, -0.5], [0.0, 0.1, 0.0], [-3.4, -0.9, 2.8], [0.0, 0.2, -0.2], [0.8, 0.8, -0.1], [-0.7, -0.2, 0.1], [0.1, 0.0, 0.1], [0.1, 0.1, -0.1], [-0.1, 0.1, -0.1], [0.1, -0.2, 0.2], [0.0, 0.1, 0.0], [0.0, 0.0, 0.0], [0.2, -0.1, 0.0], [0.0, -0.2, -0.1], [0.4, 0.0, 0.0], [-0.7, -0.6, -1.7], [0.4, 0.0, -0.1], [2.6, 0.6, -2.8], [0.0, 0.0, 0.1], [0.0, -0.1, 0.0], [-0.1, 0.0, -0.1], [0.0, 0.0, -0.1], [-0.1, -0.1, 0.0]]}

---

3.
{"formula": "C7H15NOS", "method": "the ωB97M-V functional and the def2-TZVPD basis", "total_charge": 0, "total_energy_ev": -21871.15722, "species": ["C", "C", "C", "C", "C", "C", "C", "N", "O", "S", "H", "H", "H", "H", "H", "H", "H", "H", "H", "H", "H", "H", "H", "H", "H"], "positions_angstrom": [[-0.6266, 1.6796, 2.8524], [-1.6968, 2.7188, 2.5650], [-1.8682, 1.3256, 2.2004], [1.5012, -1.7119, -3.1308], [3.1866, -1.4546, -1.3957], [1.2321, -2.9697, -0.8937], [1.8371, -2.1144, -1.7332], [-3.3363, 1.5768, 0.2240], [-0.7247, 2.0455, 0.1754], [-1.7753, 0.9992, 0.4487], [0.3178, 1.6604, 2.2486], [-0.5618, 1.3659, 3.9130], [-2.3474, 2.9701, 3.3419], [-1.6190, 3.5260, 1.8511], [-2.6082, 0.7206, 2.7385], [2.2888, -1.9663, -3.9343], [1.1280, -0.6278, -3.2130], [0.6609, -2.3533, -3.5252], [3.1478, -0.8409, -0.5218], [3.9012, -2.2530, -1.1560], [3.4751, -0.8960, -2.2753], [0.5002, -3.7745, -0.9788], [1.6540, -3.0962, 0.0806], [-3.5411, 2.2392, -0.6092], [-4.1252, 1.2310, 0.7277]], "atomic_forces_ev_per_a": [[1.7, 0.4, 1.2], [0.5, 0.6, -0.2], [-1.6, -2.5, -0.6], [-2.0, -1.1, -2.3], [-0.7, -1.2, 0.3], [0.6, -0.2, -0.3], [0.9, 0.0, 0.1], [-0.4, 2.6, -3.2], [-1.3, -0.8, -1.4], [1.5, 1.0, 0.9], [-1.2, 0.2, 0.7], [0.3, 0.2, -0.8], [-0.6, 0.5, 1.5], [0.5, -0.4, -0.3], [0.2, 0.2, -0.2], [-0.6, 0.9, 1.6], [0.9, -1.5, 0.1], [0.4, 0.7, 0.5], [-0.1, 0.7, 0.5], [0.1, 0.3, -0.3], [0.5, 0.2, 0.2], [-0.5, 0.9, -1.0], [0.7, 0.3, 0.6], [0.6, -1.9, 2.1], [-0.1, -0.2, 0.3]]}

---

4.
{"formula": "C7H15NaO6", "method": "the ωB97M-V functional and the def2-TZVPD basis", "total_charge": -2, "total_energy_ev": -24195.88097, "species": ["Na", "C", "O", "H", "H", "H", "C", "O", "H", "H", "H", "C", "O", "H", "H", "H", "C", "C", "C", "O", "C", "O", "O", "H", "H", "H", "H", "H", "H"], "positions_angstrom": [[0.3665, -1.2356, -3.4955], [-0.9415, -1.1732, -8.8294], [-0.2698, -2.1488, -8.0383], [-1.9679, -1.1301, -8.4652], [-0.4983, -0.1951, -8.6426], [-0.9440, -1.3252, -9.9088], [-1.5808, -6.1292, -0.7494], [-0.4265, -5.7086, -1.4787], [-2.2944, -6.7723, -1.2645], [-1.3914, -6.8172, 0.0745], [-2.1020, -5.3067, -0.2595], [6.2151, 0.7157, -2.9811], [5.5704, -0.4335, -3.5282], [7.2610, 0.5719, -2.7102], [6.4190, 1.5427, -3.6613], [5.7037, 1.1387, -2.1164], [-2.6675, 3.3519, 5.8564], [-1.2748, 3.1408, 5.2538], [-0.8409, 1.8023, 5.5292], [-0.5652, 1.3356, 4.2248], [-0.6807, 2.2531, 3.2962], [-0.6043, 2.1037, 2.1116], [-1.2009, 3.2913, 3.8580], [-2.7064, 3.1058, 6.9176], [-3.3861, 2.8290, 5.2254], [-2.9974, 4.3888, 5.7921], [-0.5415, 3.8163, 5.6943], [-1.5932, 1.1734, 6.0054], [-0.0603, 1.8146, 6.2899]], "atomic_forces_ev_per_a": [[0.3, -0.5, -0.4], [1.2, -1.6, 2.5], [-0.5, 0.9, -1.0], [-0.8, 0.4, -0.3], [0.1, 0.8, -0.2], [0.0, -0.3, -0.6], [2.4, 0.5, -0.9], [-1.9, -0.6, 1.0], [-0.7, 0.2, -1.0], [0.8, -0.4, 0.9], [-0.6, 0.5, 0.0], [-0.8, -2.2, -1.2], [0.9, 1.9, 0.8], [0.7, -0.7, 0.8], [-0.7, 0.8, -0.9], [-0.2, 0.3, 0.6], [-0.1, 1.3, -1.1], [-1.1, 2.9, 1.6], [0.2, -2.3, 0.5], [2.2, -3.4, 1.0], [-1.4, -1.2, -2.1], [0.9, -0.1, 0.5], [-1.3, 3.7, 0.6], [0.1, -0.4, -0.2], [-0.1, -0.5, 0.4], [0.2, 0.2, 0.0], [-0.2, 0.5, -0.1], [-0.3, -0.2, -0.5], [0.9, -0.4, -0.7]]}

---

5.
{"formula": "C7H15O2S", "method": "the ωB97M-V functional and the def2-TZVPD basis", "total_charge": -1, "total_energy_ev": -22428.79509, "species": ["C", "C", "C", "C", "C", "C", "C", "O", "O", "S", "H", "H", "H", "H", "H", "H", "H", "H", "H", "H", "H", "H", "H", "H", "H"], "positions_angstrom": [[-1.0640, -0.2741, -1.3681], [-2.6585, 0.9413, 1.7847], [2.8210, 0.6031, -1.4675], [2.0466, -0.6672, 0.4947], [-1.6766, -0.4989, -0.1869], [-2.8660, 0.3228, 0.3755], [1.6003, 0.1996, -0.6785], [-0.1065, -1.2258, 2.1081], [0.8693, -0.3582, -3.2945], [0.6024, -0.8875, -1.8945], [-1.6405, 0.5055, -2.0138], [-1.5905, 1.3333, 1.7755], [-3.3331, 1.6919, 1.9467], [-2.7304, 0.2495, 2.6425], [2.6458, 0.8351, -2.4643], [3.4342, 1.3090, -1.1290], [3.4479, -0.2088, -1.7325], [1.9598, -1.6594, 0.3129], [1.2366, -0.5819, 1.3401], [3.1942, -0.4982, 0.8169], [-1.1824, -0.8954, 0.7628], [0.4504, -1.9615, 2.1649], [-3.0620, 1.0250, -0.3448], [-3.6089, -0.4717, 0.4412], [1.2108, 1.1727, -0.3919]], "atomic_forces_ev_per_a": [[-1.9, 1.2, 0.2], [3.5, -1.9, -0.9], [-1.4, -3.0, -1.8], [0.8, 3.4, 2.5], [1.6, 1.4, 1.8], [1.1, -3.0, 0.9], [2.0, -0.3, -0.6], [-1.8, 1.7, 0.4], [-0.5, -0.5, 1.0], [-0.8, 1.8, 0.2], [1.6, -1.5, 0.3], [-1.3, -0.2, 0.4], [-1.7, 2.2, 0.3], [0.2, -0.1, -0.7], [-1.3, 1.3, -1.9], [2.1, 3.1, 2.2], [0.9, -1.6, 0.6], [0.0, -3.2, -1.1], [1.4, 0.2, -0.7], [-2.6, 0.0, -0.7], [0.3, -1.0, -1.2], [1.1, -1.9, 0.3], [-1.2, 2.0, -1.6], [-0.8, 0.4, -0.1], [-1.3, -0.4, 0.1]]}

---

6.
{"formula": "C7H16", "method": "the ωB97M-V functional and the def2-TZVPD basis", "total_charge": 0, "total_energy_ev": -7518.60567, "species": ["C", "C", "C", "C", "C", "C", "C", "H", "H", "H", "H", "H", "H", "H", "H", "H", "H", "H", "H", "H", "H", "H", "H"], "positions_angstrom": [[2.2559, 0.2451, -0.9296], [1.5999, 0.0399, 0.4366], [0.2226, -0.6509, 0.4291], [-0.2926, -0.7581, 1.8653], [-0.7695, -0.0220, -0.5743], [-0.8248, 1.5186, -0.5927], [-2.1684, -0.6375, -0.5525], [2.2957, -0.6918, -1.4989], [3.2834, 0.6082, -0.8118], [1.7187, 0.9831, -1.5364], [2.2673, -0.5642, 1.0654], [1.5177, 1.0106, 0.9469], [0.3757, -1.6749, 0.0543], [0.4446, -1.2836, 2.4851], [-0.4537, 0.2331, 2.3094], [-1.2322, -1.3175, 1.9244], [-0.3667, -0.3024, -1.5597], [-0.4679, 1.7601, -1.5909], [-1.8335, 1.9377, -0.4900], [-0.1719, 2.0265, 0.1268], [-2.7823, -0.1604, -1.3273], [-2.1101, -1.7095, -0.7757], [-2.6887, -0.5054, 0.4039]], "atomic_forces_ev_per_a": [[0.0, 0.0, -0.1], [0.0, 0.0, 0.1], [0.0, -0.1, 0.0], [0.0, 0.0, 0.0], [0.1, -0.1, -0.2], [0.1, 0.0, -0.2], [0.0, -0.1, 0.0], [0.0, 0.1, 0.1], [-0.2, -0.1, 0.0], [0.1, -0.1, 0.1], [-0.1, 0.1, -0.1], [0.0, -0.2, -0.1], [0.0, 0.1, 0.1], [-0.1, 0.1, -0.1], [0.0, -0.1, -0.1], [0.1, 0.1, 0.0], [0.0, 0.0, 0.2], [-0.1, 0.7, 0.0], [0.2, -0.2, 0.1], [-0.2, -0.2, -0.1], [0.1, -0.2, 0.1], [-0.1, 0.1, 0.1], [0.1, 0.0, -0.1]]}

---

no.,highest occupied orbital energy (eV),gap between HOMO and LUMO (eV),LUMO level (eV)
1,-7.53,7.940,0.413
2,-8.29,9.169,0.881
3,-8.81,9.394,0.589
4,-0.59,3.290,2.697
5,-3.45,7.058,3.611
6,-10.65,11.795,1.144